Formula: C6H10N3O
Source: the OMol25 dataset
Level of theory: wB97M-V/def2-TZVPD

XYZ file:
```
20
Properties=species:S:1:pos:R:3
H 2.14 -3.97 -1.05
N 1.80 -3.04 -0.79
C 2.66 -2.31 -0.27
O 3.85 -2.81 0.07
C 2.40 -0.87 0.02
N 1.32 -0.19 0.05
C 0.01 -0.75 -0.22
N -0.93 0.35 0.05
C -0.68 1.63 0.25
C -1.76 2.48 0.56
C -3.07 2.13 0.46
H 4.35 -2.12 0.45
H 3.22 -0.22 0.13
H -0.03 -1.10 -1.19
H -0.35 -1.61 0.41
H -1.98 0.19 0.02
H 0.41 1.81 0.29
H -1.54 3.54 0.87
H -3.92 2.78 0.58
H -3.34 1.12 0.16
```

LUMO, eV: -5.2711
Total charge: +1
Molecular weight, g mol⁻¹: 140.17
E, hartree: -473.80854
SMILES string: [H]/N=C(O)/C=N\C/[NH+]=C/C=C
Highest occupied orbital energy, Ha: -0.5073
ΔE to the lowest compared entry with this formula, charge and spin, kJ/mol: 352.60